# 1
This record from the OMol25 dataset describes C45H62BrGeN4O2P2SSn as an isolated structure in a non-equilibrium geometry. The level of theory is wB97M-V/def2-TZVPD.

CARTESIAN COORDINATES (ANGSTROEM)
Sn 0.18 0.27 -0.22
C -3.04 1.49 4.04
C -2.53 0.45 3.05
C -1.82 -0.69 3.79
P -1.39 1.21 1.79
C -2.15 2.83 1.30
C -1.18 3.62 0.43
C -3.44 2.54 0.52
C 0.09 1.63 2.70
C 0.35 2.84 3.35
C 1.55 3.05 4.00
C 1.84 4.34 4.71
C 2.50 2.02 3.97
C 2.27 0.82 3.34
C 1.04 0.60 2.68
N 0.74 -0.50 1.90
C 1.34 -1.72 2.09
C 1.86 -2.12 3.34
C 2.60 -3.27 3.46
C 2.86 -4.09 2.36
C 3.73 -5.31 2.45
C 2.22 -3.78 1.17
C 1.42 -2.65 1.04
P 0.32 -2.44 -0.36
C -1.07 -3.63 0.00
C -0.64 -5.02 0.45
C -1.95 -3.01 1.08
C 1.10 -2.90 -1.99
C 1.22 -4.38 -2.34
C 2.45 -2.19 -2.09
H -3.62 0.98 4.81
H -3.69 2.23 3.58
H -2.21 2.00 4.52
H -3.37 0.03 2.49
H -1.10 -0.28 4.51
H -1.27 -1.34 3.11
H -2.54 -1.28 4.34
H -2.38 3.39 2.20
H -0.93 3.07 -0.48
H -0.25 3.85 0.95
H -1.64 4.57 0.13
H -3.21 1.98 -0.39
H -3.91 3.48 0.23
H -4.16 1.97 1.11
H -0.40 3.63 3.35
H 1.02 5.04 4.61
H 2.74 4.81 4.29
H 2.03 4.17 5.77
H 3.46 2.18 4.45
H 3.04 0.07 3.29
H 1.65 -1.52 4.21
H 3.00 -3.55 4.43
H 4.34 -5.28 3.35
H 4.39 -5.35 1.58
H 3.13 -6.22 2.47
H 2.35 -4.45 0.33
H -1.63 -3.69 -0.95
H -0.05 -4.96 1.36
H -0.07 -5.56 -0.30
H -1.53 -5.60 0.67
H -1.42 -3.03 2.03
H -2.87 -3.58 1.21
H -2.22 -1.97 0.86
H 0.39 -2.45 -2.70
H 1.94 -4.89 -1.69
H 1.59 -4.47 -3.36
H 0.26 -4.89 -2.29
H 3.17 -2.61 -1.38
H 2.36 -1.12 -1.88
H 2.86 -2.32 -3.09
C -3.23 -0.57 -1.27
O -1.96 -0.30 -1.86
C -1.91 -0.15 -3.22
C -3.00 -0.24 -4.07
C -2.82 -0.03 -5.43
Br -4.32 -0.17 -6.57
C -1.58 0.25 -5.96
C -0.47 0.32 -5.11
C -0.65 0.13 -3.74
O 0.38 0.23 -2.84
C 0.86 0.61 -5.66
N 1.11 1.52 -6.55
C 2.48 1.45 -6.78
C 3.28 2.21 -7.63
C 4.63 1.91 -7.67
C 5.18 0.89 -6.88
C 4.40 0.14 -6.02
C 3.05 0.44 -5.98
N 2.00 -0.06 -5.24
H -3.59 -1.56 -1.56
H -3.96 0.19 -1.55
H -3.07 -0.54 -0.19
H -3.98 -0.47 -3.69
H -1.44 0.42 -7.02
H 1.15 0.65 -3.27
H 2.85 2.99 -8.24
H 5.27 2.49 -8.32
H 6.24 0.70 -6.94
H 4.83 -0.64 -5.41
H 2.01 -0.93 -4.72
C 4.21 1.18 -2.61
Ge 2.95 2.49 -1.87
C 3.97 3.98 -1.06
C 1.77 3.27 -3.25
C 2.02 1.63 -0.34
H 4.73 1.59 -3.47
H 3.72 0.25 -2.91
H 4.94 0.93 -1.84
H 4.59 4.43 -1.83
H 4.61 3.61 -0.26
H 3.31 4.74 -0.65
H 2.37 3.50 -4.13
H 1.33 4.20 -2.89
H 0.95 2.62 -3.58
H 1.77 2.40 0.40
H 2.73 0.94 0.13
S 4.48 -0.70 1.11
C 4.76 -2.17 0.44
N 4.93 -3.22 -0.05

As for the energy above the lowest of the compared OMol25 structures with the same formula, charge and spin: 46.6 kcal/mol. Its net charge is +1. As for the HOMO-LUMO gap: 4.21 eV.

Mulliken atomic charge list, values in e, 6 entries: Sn 0.247; C -1.397; C 0.662; C -1.400; P 1.945; C 0.128


# 2
This record from the OMol25 dataset describes a 3-piece molecular cluster, C9H25F3N3O7PS2 overall. The level of theory is wB97M-V/def2-TZVPD.

CARTESIAN COORDINATES (ANGSTROEM)
N -1.54 -0.79 -1.83
P -0.04 -1.14 -1.86
O 0.78 -1.09 -0.42
S 1.18 0.17 0.51
O 0.29 0.16 1.61
O 0.51 1.33 -0.65
S 1.11 2.79 -0.68
O 1.23 3.19 -2.03
O 2.20 2.86 0.24
C -0.32 3.70 0.06
F -0.90 2.97 1.01
F -1.20 3.99 -0.89
F 0.15 4.82 0.59
H -1.76 0.01 -2.40
H 0.80 -0.42 -2.71
H 0.29 -2.48 -2.08
C -7.27 -1.84 -0.52
C -5.75 -1.76 -0.44
C -5.22 -0.58 0.39
O -5.32 0.68 -0.25
C -6.58 1.31 -0.16
N -5.19 -1.80 -1.79
H -7.66 -1.12 -1.24
H -7.58 -2.83 -0.85
H -7.74 -1.64 0.45
H -5.40 -2.67 0.08
H -4.15 -0.74 0.55
H -5.71 -0.55 1.37
H -7.05 1.12 0.81
H -7.26 1.00 -0.95
H -6.41 2.38 -0.25
H -4.18 -1.88 -1.72
H -5.35 -0.89 -2.21
C 7.38 -0.13 0.37
C 6.12 0.60 0.82
C 5.44 -0.01 2.05
O 4.73 -1.21 1.81
C 5.51 -2.39 1.74
N 5.20 0.71 -0.32
H 7.14 -1.04 -0.17
H 7.95 0.51 -0.30
H 8.01 -0.39 1.22
H 6.40 1.61 1.11
H 4.69 0.70 2.41
H 6.16 -0.16 2.86
H 6.35 -2.34 2.44
H 5.89 -2.57 0.74
H 4.86 -3.22 2.02
H 4.42 1.31 -0.06
H 4.79 -0.21 -0.47

As for the energy above the lowest of the compared OMol25 structures with the same formula, charge and spin: 0.0 kcal/mol. As for the HOMO-LUMO gap: 9.00 eV.

natural (NBO) atomic charge list, values in e, 6 entries: N -1.273; P 1.585; O -0.999; S 1.824; O -0.839; O -0.940


# 3
This record from the OMol25 dataset describes a 4-piece molecular cluster, C12H29O7PS overall in a non-equilibrium geometry. The level of theory is wB97M-V/def2-TZVPD.

CARTESIAN COORDINATES (ANGSTROEM)
C 2.78 -0.28 1.61
C 1.63 -0.74 0.67
C 2.16 -1.21 -0.70
C 0.62 0.40 0.48
C -0.03 0.93 1.77
C -1.40 0.43 2.29
O -2.24 1.62 2.44
C -2.77 1.88 1.21
O -3.07 3.00 0.85
C -2.98 0.57 0.46
C -2.38 -0.44 1.46
P -2.05 -2.11 0.87
O -1.11 -2.78 2.01
O -3.48 -2.75 1.24
S -1.53 -2.41 -0.95
H 3.74 -0.63 1.24
H 2.66 -0.67 2.63
H 2.81 0.81 1.68
H 1.16 -1.59 1.16
H 3.18 -0.85 -0.86
H 2.15 -2.30 -0.79
H 1.55 -0.80 -1.51
H -0.13 0.15 -0.27
H 1.20 1.23 0.06
H 0.67 0.82 2.61
H -0.16 2.02 1.66
H -1.27 0.03 3.30
H -2.56 0.57 -0.54
H -4.06 0.46 0.46
H -3.19 -0.64 2.17
H -0.56 -2.14 2.47
H -3.45 -3.71 1.09
C 1.29 2.74 4.98
O 0.36 1.68 5.23
H 2.28 2.29 4.99
H 1.12 3.21 4.01
H 1.24 3.50 5.76
H -0.52 2.06 5.22
C 0.36 1.11 -4.02
O 0.89 1.42 -2.73
H 0.77 0.15 -4.32
H -0.73 1.03 -3.99
H 0.65 1.85 -4.76
H 0.53 2.27 -2.46
C 0.79 -2.33 -6.57
O 0.34 -0.98 -6.54
H 1.23 -2.54 -5.60
H -0.03 -3.03 -6.75
H 1.56 -2.49 -7.33
H -0.04 -0.78 -7.40

The SMILES is CC(C)CC[C@H]1OC(=O)C[C@H]1P(O)(O)=S.CO.CO.CO. As for the HOMO-LUMO gap: 9.62 eV.

natural (NBO) atomic charge list, values in e, 6 entries: C -0.618; C -0.204; C -0.615; C -0.415; C -0.459; C 0.101


# 4
This record from the OMol25 dataset describes a 2-piece molecular cluster, C5H8N2O overall in a non-equilibrium geometry. The level of theory is wB97M-V/def2-TZVPD.

CARTESIAN COORDINATES (ANGSTROEM)
H -0.37 2.12 1.57
N 0.44 1.52 1.78
C 0.22 0.30 1.55
C -1.06 -0.28 1.04
C -0.92 -1.31 0.05
C -1.03 -2.37 -0.57
N -2.22 0.17 1.32
H -2.19 1.00 1.91
H 1.05 -0.40 1.66
H -1.37 -3.37 -0.66
C 1.42 0.77 -1.61
O 0.87 -0.43 -1.08
H 2.37 0.56 -2.09
H 0.75 1.28 -2.31
H 1.61 1.43 -0.76
H 0.43 -0.99 -1.80

As for the energy above the lowest of the compared OMol25 structures with the same formula, charge and spin: 107.8 kcal/mol. The SMILES is [H]/N=C\C(C#C)=N/[H].CO. As for the HOMO-LUMO gap: 9.57 eV.

natural (NBO) atomic charge list, values in e, 6 entries: H 0.327; N -0.575; C 0.094; C 0.120; C 0.009; C -0.256


no.,molar mass (Da),E (Eh)
1,1056.3,-8067.3513
2,439.4,-2486.0975
3,348.4,-1740.8779
4,112.1,-379.9164